1.
DFT (ωB97M-V with the def2-TZVPD basis set) results for a structure of composition C7H12.

The strongest force on any atom is 0.7 eV/A. Its charge is 0. Its relative energy (zero: lowest compared OMol25 entry of this formula, charge and spin) is 4.9661 eV. The HOMO-LUMO gap is 9.63 eV. The calculation puts the total energy at -7448.4653 eV.

Last column: natural (NBO) charge in e.
Element x y z (Å)
C -2.825 -0.038 0.271  -0.60
C -1.472 -0.321 -0.374  -0.39
C -0.505 0.852 -0.229  -0.44
C 0.831 0.626 -0.907  -0.19
C 2.059 1.306 -0.353  -0.12
C 2.193 -0.007 -0.187  -0.26
C 2.672 -0.946 0.882  -0.62
H -2.708 0.176 1.339  0.20
H -3.302 0.832 -0.194  0.20
H -3.504 -0.890 0.169  0.21
H -1.023 -1.215 0.080  0.19
H -1.606 -0.556 -1.439  0.20
H -0.332 1.088 0.828  0.22
H -0.946 1.756 -0.678  0.23
H 1.300 -0.660 -0.806  0.26
H 0.775 0.482 -1.990  0.22
H 3.461 -0.404 1.408  0.25
H 3.082 -1.881 0.491  0.22
H 1.888 -1.186 1.612  0.22

=====

2.
DFT (ωB97M-V with the def2-TZVPD basis set) results for a structure of composition C7H12 at a distorted geometry.

The strongest force on any atom is 2.9 eV/A. Its charge is 0. Its relative energy (zero: lowest compared OMol25 entry of this formula, charge and spin) is 4.4996 eV. The HOMO-LUMO gap is 7.13 eV. The calculation puts the total energy at -7448.9318 eV.

Last column: natural (NBO) charge in e.
Element x y z (Å)
C -2.268 0.576 -0.038  -0.60
C -1.338 -0.257 -0.963  -0.44
C -0.032 -0.639 -0.346  -0.05
C 0.366 -0.762 0.982  -0.07
C 0.338 0.355 2.022  -0.68
C 2.029 0.703 -1.154  -0.54
C 1.330 -0.418 -0.745  -0.20
H -1.762 1.506 0.222  0.21
H -3.139 0.829 -0.646  0.21
H -2.528 0.059 0.889  0.20
H -1.777 -1.081 -1.527  0.23
H -1.117 0.475 -1.756  0.21
H 0.900 -1.662 1.284  0.21
H 0.917 0.143 2.917  0.23
H 0.550 1.339 1.610  0.23
H -0.709 0.391 2.353  0.23
H 1.545 1.586 -1.547  0.19
H 2.977 0.491 -1.639  0.20
H 1.920 -1.330 -0.908  0.24

=====

3.
DFT (ωB97M-V with the def2-TZVPD basis set) results for the molecule C7H12 at a distorted geometry.

As for the SMILES: C=CCC(=C)CC. The strongest force on any atom is 2.1 eV/A. Its charge is 0. Its relative energy (zero: lowest compared OMol25 entry of this formula, charge and spin) is 3.1806 eV. The HOMO-LUMO gap is 9.38 eV. The calculation puts the total energy at -7450.2508 eV.

Last column: natural (NBO) charge in e.
Element x y z (Å)
C 2.156 0.286 -0.837  -0.61
C 1.613 0.027 0.564  -0.45
C 0.205 0.435 0.918  0.05
C -0.076 1.041 2.070  -0.39
C -0.888 -0.453 0.334  -0.49
C -1.308 -0.186 -1.106  -0.17
C -2.022 -1.106 -1.780  -0.41
H 1.447 0.266 -1.661  0.22
H 2.872 -0.524 -0.985  0.21
H 2.682 1.239 -0.907  0.21
H 1.617 -1.061 0.738  0.20
H 2.239 0.268 1.429  0.22
H -1.100 1.270 2.345  0.19
H 0.644 1.705 2.543  0.19
H -0.540 -1.467 0.527  0.22
H -1.851 -0.295 0.842  0.22
H -1.433 0.888 -1.259  0.21
H -2.035 -1.170 -2.864  0.19
H -2.801 -1.702 -1.308  0.20

=====

4.
DFT (ωB97M-V with the def2-TZVPD basis set) results for the molecule C7H12 at a distorted geometry.

As for the SMILES: C=C(C)/C(C)=C/C. The strongest force on any atom is 2.0 eV/A. Its charge is 0. Its relative energy (zero: lowest compared OMol25 entry of this formula, charge and spin) is 1.5350 eV. The HOMO-LUMO gap is 9.54 eV. The calculation puts the total energy at -7451.8964 eV.

Last column: natural (NBO) charge in e.
Element x y z (Å)
C 1.431 0.119 -1.787  -0.66
C 1.265 0.077 -0.297  0.00
C 2.206 0.542 0.510  -0.41
C -1.127 0.474 -0.289  -0.17
C -0.131 -0.281 0.169  -0.03
C -0.230 -1.187 1.347  -0.65
C -2.572 0.362 0.200  -0.65
H 1.943 1.015 -2.151  0.22
H 1.994 -0.711 -2.236  0.22
H 0.527 0.092 -2.391  0.23
H 2.098 0.674 1.577  0.20
H 3.159 0.765 0.057  0.19
H -0.969 1.467 -0.696  0.20
H -1.190 -1.113 1.866  0.21
H -0.228 -2.263 1.141  0.22
H 0.504 -0.990 2.122  0.23
H -2.649 0.806 1.188  0.22
H -3.192 0.848 -0.549  0.21
H -2.839 -0.695 0.217  0.21

=====

5.
DFT (ωB97M-V with the def2-TZVPD basis set) results for a structure of composition C7H12Ag4Br6O3 at a distorted geometry.

The strongest force on any atom is 5.7 eV/A. Its charge is +2. Its relative energy (zero: lowest compared OMol25 entry of this formula, charge and spin) is 1.3345 eV. The HOMO-LUMO gap is 5.40 eV. The calculation puts the total energy at -449829.2632 eV.

Last column: natural (NBO) charge in e.
Element x y z (Å)
Ag 3.009 -1.848 -1.941  0.89
Ag -0.297 -2.033 1.863  0.91
Ag 2.564 1.516 -0.246  0.97
Ag 3.082 -1.729 1.595  0.93
C 0.924 -0.836 -0.238  0.92
O 0.922 -0.211 0.877  -0.94
O 1.295 -0.257 -1.308  -0.91
O 1.270 -2.057 -0.123  -0.97
Br -1.207 -1.059 -5.906  0.06
C -0.657 -1.618 -4.122  -0.50
C 0.194 -2.876 -4.087  -0.42
Br 2.064 -2.488 -4.592  -0.01
H -1.553 -1.617 -3.499  0.24
H -0.101 -0.861 -3.562  0.23
H -0.132 -3.654 -4.774  0.25
H 0.219 -3.352 -3.109  0.23
Br -1.107 3.202 4.133  0.04
C 0.620 2.399 4.646  -0.46
C 0.716 0.859 4.519  -0.44
Br 2.603 0.383 4.342  -0.02
H 0.803 2.643 5.690  0.24
H 1.401 2.909 4.089  0.23
H 0.105 0.486 3.698  0.22
H 0.386 0.375 5.434  0.24
Br -1.791 2.708 -2.334  0.03
C -2.517 1.381 -1.063  -0.45
C -1.795 1.553 0.233  -0.44
Br -2.381 0.175 1.482  -0.02
H -2.333 0.431 -1.565  0.22
H -3.605 1.372 -1.019  0.25
H -1.992 2.511 0.715  0.25
H -0.710 1.591 0.172  0.23

=====

6.
DFT (ωB97M-V with the def2-TZVPD basis set) results for a structure of composition C7H12Br at a distorted geometry.

The strongest force on any atom is 1.8 eV/A. Its charge is 0. As for the spin multiplicity: 2. Its relative energy (zero: lowest compared OMol25 entry of this formula, charge and spin) is 0.2222 eV. The HOMO-LUMO gap (alpha / beta) is 9.77 / 7.49 eV. The calculation puts the total energy at -77494.1399 eV.

Last column: natural (NBO) charge in e.
Element x y z (Å)
Br -0.149 1.764 -3.449  -0.20
H -2.907 1.126 0.414  0.20
C -2.059 1.247 -0.259  -0.37
C -0.887 0.673 0.039  -0.03
C 0.319 0.812 -0.816  -0.24
C 1.216 -0.423 -0.866  -0.43
C 1.491 -1.008 0.521  -0.39
C 0.209 -1.303 1.302  -0.40
C -0.800 -0.140 1.327  -0.43
H -0.556 0.527 2.170  0.21
H -1.802 -0.541 1.548  0.22
H -2.195 1.833 -1.166  0.21
H -0.041 1.097 -2.036  0.17
H 0.917 1.683 -0.523  0.22
H 0.742 -1.180 -1.502  0.21
H 2.160 -0.157 -1.364  0.22
H 2.062 -1.939 0.411  0.22
H 2.118 -0.310 1.086  0.20
H -0.292 -2.160 0.835  0.20
H 0.452 -1.602 2.329  0.21

=====

7.
DFT (ωB97M-V with the def2-TZVPD basis set) results for a structure of composition C7H12BrMgN2O at a distorted geometry.

The strongest force on any atom is 4.0 eV/A. Its charge is +1. Its relative energy (zero: lowest compared OMol25 entry of this formula, charge and spin) is 3.2481 eV. The HOMO-LUMO gap is 2.70 eV. The calculation puts the total energy at -87958.0819 eV.

Last column: natural (NBO) charge in e.
Element x y z (Å)
Mg -2.688 -3.427 -0.451  1.73
Br -1.396 -1.809 -0.368  -0.63
C 1.870 -3.156 1.058  -0.73
C 2.204 -1.764 0.787  0.65
O 3.328 -1.342 0.759  -0.57
N 1.187 -0.974 0.411  -0.62
C 1.105 0.468 0.376  -0.45
H 1.270 -3.616 0.273  0.19
H 1.453 -3.418 2.031  0.24
H 2.755 -3.792 1.054  0.26
H 0.357 -1.502 0.182  0.32
H 1.841 1.021 -0.208  0.22
H 1.147 0.858 1.393  0.20
H 0.095 0.711 0.046  0.23
N -1.417 1.007 -0.655  -0.56
C -1.482 1.749 -1.869  -0.07
C -1.451 3.065 -1.519  -0.29
C -1.460 3.193 -0.139  -0.27
C -1.599 1.905 0.425  -0.09
H -1.366 0.003 -0.555  0.34
H -1.496 1.242 -2.822  0.22
H -1.357 3.940 -2.145  0.24
H -1.315 4.063 0.484  0.24
H -1.585 1.577 1.453  0.22

=====

8.
DFT (ωB97M-V with the def2-TZVPD basis set) results for the ion C7H12BrN2S with charge +1 at a distorted geometry.

The strongest force on any atom is 5.8 eV/A. Its charge is +1. As for the spin multiplicity: 3. The HOMO-LUMO gap (alpha / beta) is 6.59 / 7.12 eV. The calculation puts the total energy at -91300.8241 eV.

Last column: natural (NBO) charge in e.
Element x y z (Å)
C 2.278 -1.137 0.653  0.04
C 2.021 0.208 0.303  0.21
C 0.018 -0.835 0.255  0.02
C -0.779 2.195 0.450  -0.63
C -0.136 1.337 -1.963  -0.62
C -1.992 -2.697 0.725  -0.76
C 0.247 1.663 -0.533  -0.05
N 0.731 0.436 0.068  -0.33
N 0.989 -1.712 0.659  -0.57
S -1.675 -1.073 0.047  0.48
Br 3.342 1.581 -0.032  0.20
H 3.131 -1.651 0.772  0.24
H -0.217 2.765 1.190  0.23
H -1.323 1.499 1.039  0.22
H -1.469 2.892 -0.010  0.24
H -0.784 2.164 -2.347  0.24
H -0.641 0.414 -1.964  0.22
H 0.742 1.361 -2.575  0.23
H -2.992 -2.881 0.664  0.26
H -1.738 -2.787 1.703  0.23
H -1.635 -3.561 0.172  0.25
H 1.040 2.332 -0.489  0.23
H 0.843 -2.515 1.212  0.42

=====

9.
DFT (ωB97M-V with the def2-TZVPD basis set) results for a structure of composition C7H12FInO2 at a distorted geometry.

The strongest force on any atom is 6.1 eV/A. Its charge is +2. The HOMO-LUMO gap is 7.64 eV. The calculation puts the total energy at -19418.2906 eV.

Last column: natural (NBO) charge in e.
Element x y z (Å)
C -1.268 -1.782 1.843  -0.66
C -1.661 -1.819 0.337  0.21
F -1.230 -3.002 -0.205  -0.33
C -0.956 -0.677 -0.448  -0.61
C 0.430 -1.113 -0.727  0.55
C 1.487 -0.217 -1.271  -0.58
C 1.652 1.137 -0.517  -0.46
C 0.784 2.237 -1.171  0.77
O 0.247 2.094 -2.212  -0.45
O 0.702 3.487 -0.516  -0.68
H -0.447 -1.059 1.978  0.16
H -0.849 -2.748 2.123  0.27
H -2.102 -1.492 2.478  0.25
H -2.745 -1.728 0.269  0.21
H -1.548 -0.471 -1.350  0.31
H -0.977 0.215 0.180  0.28
H 0.841 -1.610 0.163  0.22
H 1.364 -0.067 -2.354  0.32
H 2.438 -0.744 -1.162  0.27
H 1.332 1.064 0.531  0.20
H 2.692 1.465 -0.540  0.31
H 0.291 3.522 0.374  0.37
In -0.475 3.310 2.198  1.04

=====

10.
DFT (ωB97M-V with the def2-TZVPD basis set) results for a cluster of 3 separate species, C7H12INO2 in total at a distorted geometry.

The strongest force on any atom is 4.1 eV/A. Its charge is 0. Its relative energy (zero: lowest compared OMol25 entry of this formula, charge and spin) is 3.4625 eV. The HOMO-LUMO gap (alpha / beta) is 8.11 / 8.24 eV. The calculation puts the total energy at -21135.3970 eV.

Last column: natural (NBO) charge in e.
Element x y z (Å)
C 3.283 1.859 1.912  1.02
C -0.426 -0.084 -1.377  -0.30
C -1.166 0.387 -0.071  0.01
C -1.616 1.748 -0.040  -0.65
C 0.466 -1.741 -2.790  -0.45
C -1.439 -0.505 0.891  -0.44
C 1.681 -1.353 0.065  -0.44
N -0.046 -1.469 -1.440  -0.35
O 2.858 2.581 1.115  -0.52
O 3.717 1.151 2.713  -0.51
I 1.973 -3.302 0.808  0.15
H -1.288 0.085 -2.145  0.20
H 0.358 0.608 -1.782  0.19
H -2.573 1.780 -0.646  0.22
H -0.928 2.413 -0.578  0.22
H -1.822 2.049 1.047  0.23
H 1.413 -2.387 -2.772  0.21
H -0.360 -2.341 -3.169  0.22
H 0.698 -0.827 -3.388  0.18
H -1.009 -1.491 0.667  0.23
H -2.088 -0.222 1.737  0.21
H 2.600 -0.982 -0.458  0.20
H 1.289 -0.692 0.743  0.18

=====

11.
DFT (ωB97M-V with the def2-TZVPD basis set) results for the ion C7H12N with charge +1 at a distorted geometry.

As for the SMILES: C=[N+]1[C@@H]2[C@H](C)CC[C@@H]21. The strongest force on any atom is 4.0 eV/A. Its charge is +1. Its relative energy (zero: lowest compared OMol25 entry of this formula, charge and spin) is 3.5299 eV. The HOMO-LUMO gap is 9.77 eV. The calculation puts the total energy at -8933.4723 eV.

Last column: natural (NBO) charge in e.
Element x y z (Å)
C -0.758 0.054 1.478  -0.02
C 0.661 -0.284 1.660  -0.45
C 1.443 -0.151 0.308  -0.42
C -0.990 0.802 0.056  -0.08
C 0.878 0.624 -2.076  -0.64
C -2.196 -1.438 0.027  0.07
C 0.743 0.945 -0.574  -0.08
N -1.461 -0.458 0.302  -0.24
H -1.555 0.266 2.199  0.26
H 0.845 -1.259 2.081  0.25
H 1.168 0.440 2.274  0.26
H 2.500 0.142 0.458  0.25
H -1.565 1.626 -0.326  0.26
H 1.966 0.572 -2.323  0.26
H 0.419 -0.409 -2.069  0.20
H 0.178 1.373 -2.510  0.24
H 1.450 -0.983 -0.281  0.20
H -2.686 -1.526 -0.963  0.23
H -1.941 -2.349 0.528  0.23
H 0.903 2.014 -0.251  0.23

=====

12.
DFT (ωB97M-V with the def2-TZVPD basis set) results for the molecule C7H12N2 at a distorted geometry.

As for the SMILES: [H]/N=C1\CNC(C)(C)C1=C. The strongest force on any atom is 1.5 eV/A. Its charge is 0. Its relative energy (zero: lowest compared OMol25 entry of this formula, charge and spin) is 0.7350 eV. The HOMO-LUMO gap is 9.87 eV. The calculation puts the total energy at -10432.7421 eV.

Last column: natural (NBO) charge in e.
Element x y z (Å)
C -0.547 0.409 -0.233  0.09
C 1.645 0.633 0.784  -0.30
C -0.134 0.395 -1.714  -0.63
C -2.005 0.799 -0.078  -0.61
N 0.348 1.287 0.647  -0.63
C -0.139 -0.876 0.427  -0.06
C 1.332 -0.822 0.490  0.28
C -0.918 -1.836 0.909  -0.35
N 2.089 -1.797 0.254  -0.60
H 0.414 2.259 0.366  0.37
H 3.084 -1.590 0.333  0.34
H 2.420 1.015 0.105  0.19
H 2.019 0.741 1.811  0.21
H -0.664 1.149 -2.281  0.21
H 0.950 0.574 -1.822  0.21
H -0.333 -0.576 -2.153  0.22
H -2.152 1.815 -0.437  0.21
H -2.637 0.130 -0.657  0.21
H -2.297 0.757 0.968  0.22
H -0.482 -2.693 1.389  0.21
H -1.993 -1.772 0.888  0.20

=====

Q: What is the charge in the fourth record?
A: 0

=====

Q: The lowest strongest force on any atom belongs to which entry?
A: number 1